(1)
# C5H5NO2

A cluster of 2 separate species, C5H5NO2 in total at a distorted geometry (ωB97M-V/def2-TZVPD, OMol25).

Output
- LUMO energy: -0.53 eV
- HOMO level: -0.299 hartree
- ΔE to the lowest compared entry with this formula, charge and spin: 7.783 eV
- Gap between HOMO and LUMO: 0.2793 Eh
- Molecular weight: 111.10 g/mol

The geometry in XYZ format:
```
13
C5H5NO2 ωB97M-V/def2-TZVPD
C -0.84 -0.19 -0.28
C 0.31 1.67 -0.23
C 1.26 0.79 -0.26
C 0.74 -0.53 -0.32
C 1.53 -1.72 0.16
H -3.12 0.67 0.89
H 0.19 2.78 0.08
H 2.26 0.90 -0.08
H 0.90 -2.60 0.14
H 2.61 -1.60 0.25
N -1.90 -0.93 -0.41
O -3.07 -0.41 -0.05
O -0.86 1.17 0.11
```

(2)
# C5H5NO2

The molecule C5H5NO2 at a distorted geometry (ωB97M-V/def2-TZVPD, OMol25).

Output
- LUMO energy: -1.73 eV
- HOMO level: -0.364 hartree
- SMILES string: O=C1C=CN=C1CO
- ΔE to the lowest compared entry with this formula, charge and spin: 2.833 eV
- Gap between HOMO and LUMO: 0.3001 Eh
- Molecular weight: 111.10 g/mol

The geometry in XYZ format:
```
13
C5H5NO2 ωB97M-V/def2-TZVPD
O 0.47 -1.92 1.22
C 0.30 -1.31 0.13
C 0.40 -1.53 -1.28
C 0.26 -0.29 -1.81
N -0.03 0.72 -0.92
C -0.03 0.15 0.25
C -0.33 0.86 1.45
O -1.15 2.03 1.25
H 0.93 -2.40 -1.76
H 0.61 0.11 -2.85
H -0.94 0.06 1.90
H 0.55 1.14 2.07
H -1.05 2.38 0.34
```

(3)
# C5H5NO2

The molecule C5H5NO2 at a distorted geometry (ωB97M-V/def2-TZVPD, OMol25).

Output
- LUMO energy: 0.60 eV
- HOMO level: -0.361 hartree
- SMILES string: CC(=O)c1ncco1
- ΔE to the lowest compared entry with this formula, charge and spin: 3.198 eV
- Gap between HOMO and LUMO: 0.3837 Eh
- Molecular weight: 111.10 g/mol

The geometry in XYZ format:
```
13
C5H5NO2 ωB97M-V/def2-TZVPD
C 2.19 0.67 0.38
C 1.35 -0.55 -0.20
O 1.89 -1.49 -0.73
C -0.17 -0.34 -0.22
N -0.81 0.66 -0.70
C -2.17 0.36 -0.42
C -2.16 -0.82 0.19
O -0.96 -1.34 0.33
H 1.88 0.97 1.54
H 3.11 0.57 0.08
H 1.67 1.50 -0.12
H -3.02 1.21 -0.58
H -2.79 -1.40 0.44
```

(4)
# C5H5NO2

A structure of composition C5H5NO2 at a distorted geometry (ωB97M-V/def2-TZVPD, OMol25).

Output
- LUMO energy: 0.94 eV
- HOMO level: -0.343 hartree
- ΔE to the lowest compared entry with this formula, charge and spin: 6.306 eV
- Gap between HOMO and LUMO: 0.3776 Eh
- Molecular weight: 111.10 g/mol

The geometry in XYZ format:
```
13
C5H5NO2 ωB97M-V/def2-TZVPD
C -1.86 0.53 -0.57
C -1.81 -0.77 -0.30
C 0.58 -0.71 -0.02
C 1.32 -0.25 1.04
C 2.06 0.68 0.39
H -0.91 1.20 -1.25
H -2.99 0.97 -0.51
H -2.62 -1.59 0.29
H 1.36 -0.85 2.11
H 2.81 1.45 0.91
N 1.66 0.90 -0.81
O -0.50 -1.46 -0.12
O 0.90 -0.08 -1.16
```

(5)
# C5H5NO2

The molecule C5H5NO2 at a distorted geometry (ωB97M-V/def2-TZVPD, OMol25).

Output
- LUMO energy: 0.44 eV
- HOMO level: -0.312 hartree
- SMILES string: [H]/N=C1/C[C@@H]1C(O)=C=O
- ΔE to the lowest compared entry with this formula, charge and spin: 3.882 eV
- Gap between HOMO and LUMO: 0.3287 Eh
- Molecular weight: 111.10 g/mol

The geometry in XYZ format:
```
13
C5H5NO2 ωB97M-V/def2-TZVPD
H 2.43 1.17 -0.67
N 2.31 0.16 -0.64
C 1.25 -0.24 -0.15
C 0.47 -1.41 0.20
C -0.01 -0.05 0.73
C -1.11 0.67 0.05
O -2.40 0.64 0.54
C -0.77 1.24 -1.09
O -0.43 1.92 -1.98
H 0.89 -2.11 0.91
H -0.12 -1.89 -0.58
H 0.09 0.15 1.79
H -2.59 -0.24 0.89
```

(6)
# C5H5NO2S

A cluster of 2 separate species, C5H5NO2S in total at a distorted geometry (ωB97M-V/def2-TZVPD, OMol25).

Output
- LUMO energy: -0.19 eV
- HOMO level: -0.338 hartree
- ΔE to the lowest compared entry with this formula, charge and spin: 2.689 eV
- Gap between HOMO and LUMO: 0.3314 Eh
- Molecular weight: 143.17 g/mol

The geometry in XYZ format:
```
14
C5H5NO2S ωB97M-V/def2-TZVPD
C -1.82 0.28 -0.14
C -1.40 -0.57 0.93
C -1.16 0.14 -1.32
C -0.41 -1.33 0.58
C 2.03 1.59 0.67
N 2.64 0.63 0.23
O 1.32 2.24 1.35
O 1.33 -0.96 -1.52
S -0.10 -1.27 -1.27
H -2.76 0.87 0.03
H -1.93 -0.51 1.88
H -1.14 0.64 -2.19
H 3.33 0.40 -0.42
H 0.06 -2.15 1.18
```

(7)
# C5H5NO2S

A cluster of 2 separate species, C5H5NO2S in total at a distorted geometry (ωB97M-V/def2-TZVPD, OMol25).

Output
- LUMO energy: 0.57 eV
- HOMO level: -0.330 hartree
- SMILES string: O=C1NO1.c1ccsc1
- ΔE to the lowest compared entry with this formula, charge and spin: 3.758 eV
- Gap between HOMO and LUMO: 0.3512 Eh
- Molecular weight: 143.17 g/mol

The geometry in XYZ format:
```
14
C5H5NO2S ωB97M-V/def2-TZVPD
O 2.86 -1.53 0.64
C 3.02 -0.48 0.19
N 3.32 0.27 -0.94
O 2.70 0.84 0.33
H 4.26 0.46 -1.24
C -2.64 0.58 0.27
C -1.25 0.83 0.07
C -0.56 -0.26 -0.18
S -1.60 -1.62 -0.31
C -2.92 -0.73 0.28
H -3.19 1.48 0.53
H -0.66 1.70 0.13
H 0.47 -0.36 -0.27
H -3.82 -1.18 0.49
```

(8)
# C5H5NO3S

The molecule C5H5NO3S at a distorted geometry (ωB97M-V/def2-TZVPD, OMol25).

Output
- LUMO energy (alpha / beta): -1.52 / -2.08 eV
- HOMO level (alpha / beta): -0.327 / -0.344 hartree
- ΔE to the lowest compared entry with this formula, charge and spin: 5.675 eV
- Gap between HOMO and LUMO (alpha / beta): 0.2716 / 0.2671 Eh
- Molecular weight: 159.17 g/mol

The geometry in XYZ format:
```
15
C5H5NO3S ωB97M-V/def2-TZVPD
C -1.49 0.16 0.88
C -1.87 1.50 0.89
C -0.70 -0.01 -0.28
C -0.86 1.16 -0.94
C 0.10 -1.33 -0.56
N 1.39 -0.94 -1.10
O 3.52 0.48 -0.31
O 1.86 -0.40 1.40
O -1.54 2.06 -0.30
S 2.17 0.18 0.08
H -1.36 -0.50 1.64
H -2.52 2.13 1.60
H 0.26 -1.93 0.37
H -0.48 -1.96 -1.41
H 1.54 -0.59 -1.95
```

(9)
# C5H5NS

The molecule C5H5NS at a distorted geometry (ωB97M-V/def2-TZVPD, OMol25).

Output
- LUMO energy: 0.01 eV
- HOMO level: -0.345 hartree
- SMILES string: N#C/C=C/[C@H]1CS1
- ΔE to the lowest compared entry with this formula, charge and spin: 1.062 eV
- Gap between HOMO and LUMO: 0.3454 Eh
- Molecular weight: 111.17 g/mol

The geometry in XYZ format:
```
12
C5H5NS ωB97M-V/def2-TZVPD
N -1.89 0.67 -3.34
C -1.63 0.69 -2.21
C -1.28 0.61 -0.84
C -0.04 0.26 -0.46
C 0.34 0.08 0.96
C 1.31 -0.99 1.31
S 2.02 0.66 1.43
H -2.07 0.76 -0.18
H 0.75 0.04 -1.16
H -0.40 0.35 1.69
H 1.21 -1.49 2.25
H 1.68 -1.64 0.54
```

(10)
# C5H5O2

The ion C5H5O2 with charge -1 at a distorted geometry (ωB97M-V/def2-TZVPD, OMol25).

Output
- LUMO energy: 4.42 eV
- HOMO level: -0.126 hartree
- SMILES string: O=C1C=C([O-])CC1
- ΔE to the lowest compared entry with this formula, charge and spin: 0.270 eV
- Gap between HOMO and LUMO: 0.2879 Eh
- Molecular weight: 97.09 g/mol
- Net charge: -1

The geometry in XYZ format:
```
12
C5H5O2 ωB97M-V/def2-TZVPD
O 0.26 -2.32 -1.18
C 0.28 -1.27 -0.57
C 0.92 -0.84 0.58
C 0.57 0.41 1.07
O 0.98 0.96 2.09
C -0.35 1.14 0.07
C -0.82 0.05 -0.90
H 1.49 -1.53 1.24
H -1.21 1.57 0.46
H 0.32 1.92 -0.15
H -0.65 0.09 -2.04
H -1.78 -0.19 -0.65
```

(11)
# C5H5O3P

The molecule C5H5O3P at a distorted geometry (ωB97M-V/def2-TZVPD, OMol25).

Output
- LUMO energy: 0.15 eV
- HOMO level: -0.300 hartree
- ΔE to the lowest compared entry with this formula, charge and spin: 3.783 eV
- Gap between HOMO and LUMO: 0.3055 Eh
- Molecular weight: 144.07 g/mol

The geometry in XYZ format:
```
14
C5H5O3P ωB97M-V/def2-TZVPD
C 1.37 0.42 0.22
C 3.20 -2.13 -0.29
C 0.68 -0.64 -0.34
C -0.08 0.47 -0.08
C -1.37 1.12 0.05
O 2.33 0.76 0.86
O 3.63 -1.02 -0.75
O 4.80 1.32 -0.35
P 4.36 0.20 0.39
H 3.07 -1.95 0.90
H 0.75 -1.55 -0.80
H -2.36 0.51 0.18
H -1.51 1.69 -0.89
H -1.33 1.96 0.84
```

(12)
# C5H6

A structure of composition C5H6 at a distorted geometry (ωB97M-V/def2-TZVPD, OMol25).

Output
- LUMO energy: 1.01 eV
- HOMO level: -0.320 hartree
- ΔE to the lowest compared entry with this formula, charge and spin: 4.526 eV
- Gap between HOMO and LUMO: 0.3572 Eh
- Molecular weight: 66.10 g/mol

The geometry in XYZ format:
```
11
C5H6 ωB97M-V/def2-TZVPD
C -0.87 -1.15 0.06
C -1.37 0.05 0.06
C -0.73 1.22 -0.01
C 1.23 0.13 0.04
C 0.63 -1.02 -0.14
H -1.46 -2.12 0.01
H -0.89 2.06 -0.70
H -0.63 1.57 1.00
H 0.64 0.96 -0.29
H 2.33 0.22 -0.13
H 1.12 -1.91 0.10
```

no.,electronic energy (Ha)
1,-398.49245
2,-398.67436
3,-398.66094
4,-398.54672
5,-398.63583
6,-796.85198
7,-796.81269
8,-871.96699
9,-646.41379
10,-344.02594
11,-760.41018
12,-193.91416